[1]
Molecular formula: C6H14ClO6RhS2
Method: DFT, ωB97M-V/def2-TZVPD

Each line ends with the Mulliken spin population.
Positions of all 30 atoms, in Å:
Rh  0.5360  1.0331  0.2116  2.579
O  1.6268  -0.2422  3.8197  0.012
S  0.7837  -0.4385  2.6492  0.016
O  -0.0626  -1.6289  2.7645  0.002
O  1.6305  -0.5405  1.3797  0.096
O  -0.0680  0.7880  2.3705  0.090
O  -0.8699  0.5090  -0.7792  1.086
Cl  1.9090  2.9871  -0.4435  0.108
C  2.3019  -3.7678  1.2069  0.002
C  0.8627  -4.2705  1.2297  0.000
C  0.2380  -4.2998  -0.1668  -0.001
S  -0.1371  -2.6481  -0.8656  0.002
O  -0.6050  -2.9780  -2.2591  0.003
C  -1.6329  -2.3022  0.1551  0.020
C  -2.8883  -2.2960  -0.7047  -0.004
C  -3.4123  -3.6905  -1.0288  0.001
H  2.7587  -3.8383  2.1963  -0.001
H  2.3398  -2.7148  0.9247  -0.003
H  2.9066  -4.3539  0.5052  0.000
H  0.2759  -3.6243  1.8843  0.000
H  0.8365  -5.2889  1.6345  0.000
H  -0.7013  -4.8579  -0.1927  0.000
H  0.9175  -4.7412  -0.9003  0.000
H  -1.4533  -1.3288  0.5996  -0.009
H  -1.6681  -3.0373  0.9586  -0.002
H  -2.6726  -1.7459  -1.6210  0.004
H  -3.6439  -1.7201  -0.1618  -0.001
H  -2.6734  -4.2339  -1.6178  0.000
H  -4.3438  -3.6472  -1.6007  0.000
H  -3.6125  -4.2520  -0.1102  0.000

Computed properties:
LUMO energy (alpha / beta) (eV): 5.07 / 5.07
Charge: -2
HOMO level (alpha / beta) (eV): -1.6 / -2.5
E (eV): -55935.0022
Strongest force on any atom (eV/Å): 0.3
2S+1: 5

[2]
Molecular formula: CHBrF2OS
Method: DFT, ωB97M-V/def2-TZVPD

Each line ends with the Mulliken charge.
Positions of all 7 atoms, in Å:
C  0.4209  0.6536  0.4013  0.231
O  -0.2395  -0.6262  -1.7864  -0.367
F  0.9509  1.6554  -0.1333  -0.156
F  0.0842  0.8621  1.6613  -0.171
S  -0.9526  0.1017  -0.8278  0.442
Br  -1.8316  -1.6021  0.6048  -0.155
H  1.5677  -1.0445  0.0802  0.176

Computed properties:
LUMO energy (alpha / beta) (eV): -1.34 / -1.35
HOMO level (alpha / beta) (eV): -9.9 / -10.0
E (eV): -89408.3043
Strongest force on any atom (eV/Å): 5.5

[3]
Molecular formula: C22H55N2O7
Method: DFT, ωB97M-V/def2-TZVPD

Each line ends with the Mulliken charge.
Positions of all 86 atoms, in Å:
N  -1.0924  4.6694  -1.1439  -0.355
C  0.3601  4.3916  -1.0636  -0.853
C  0.6446  3.4978  -0.0076  -0.510
O  -0.2256  2.1554  0.0140  -0.200
N  0.3261  1.2069  -0.7692  0.137
O  -0.0154  1.3099  -1.9150  -0.525
H  -1.2593  5.0414  -2.0641  0.198
H  -1.6248  3.7977  -1.1226  0.197
H  0.6942  3.9554  -2.0093  0.148
H  1.6922  3.2347  -0.0431  0.428
H  0.4358  3.9082  0.9662  0.299
C  -5.5704  7.6525  2.1071  -1.021
C  -6.2812  6.8578  1.0226  -0.331
O  -5.4798  6.5626  -0.0958  -0.428
C  -4.3095  5.7873  0.1626  -0.174
C  -4.5919  4.4234  0.7633  -0.944
H  -5.1815  8.5862  1.7007  0.281
H  -6.2633  7.8841  2.9177  0.381
H  -4.7324  7.1010  2.5332  0.268
H  -7.1156  7.4443  0.6341  0.337
H  -6.7111  5.9398  1.4438  0.288
H  -3.6115  6.3484  0.7891  0.258
H  -3.8206  5.6575  -0.7989  0.181
H  -5.0725  4.4918  1.7420  0.290
H  -3.6556  3.8801  0.8854  0.325
H  -5.2495  3.8474  0.1101  0.265
C  1.9695  -3.0054  -5.2193  -1.031
C  2.7807  -3.5217  -4.0415  -0.404
O  3.5810  -2.5416  -3.4210  -0.369
C  2.8856  -1.4240  -2.8732  -0.507
C  1.8761  -1.7851  -1.8030  -0.527
H  2.6262  -2.5638  -5.9703  0.220
H  1.4133  -3.8236  -5.6785  0.408
H  1.2509  -2.2437  -4.9170  0.281
H  3.4781  -4.2859  -4.3900  0.370
H  2.1246  -4.0052  -3.3079  0.373
H  2.4089  -0.8444  -3.6696  0.344
H  3.6582  -0.7875  -2.4447  0.361
H  1.0752  -2.4183  -2.1899  0.283
H  1.4199  -0.8814  -1.4029  -0.022
H  2.3606  -2.3254  -0.9869  0.295
C  -0.6064  -0.6603  1.6250  -0.602
C  0.5801  -0.0687  2.3615  -0.239
O  0.2490  0.5269  3.6088  -0.461
C  -0.3497  -0.3237  4.5577  -0.137
C  0.5134  -1.5126  4.9516  -1.054
H  -1.3643  0.1003  1.4462  0.218
H  -0.2905  -1.0642  0.6653  0.196
H  -1.0704  -1.4728  2.1952  0.172
H  1.0121  0.7266  1.7620  0.258
H  1.3617  -0.8279  2.4999  0.233
H  -1.3327  -0.6616  4.2041  0.127
H  -0.5313  0.2941  5.4378  0.359
H  0.7190  -2.1668  4.1034  0.225
H  0.0124  -2.1077  5.7174  0.354
H  1.4718  -1.1702  5.3444  0.358
C  -4.3304  -2.7858  4.4203  -1.162
C  -3.1010  -3.5751  4.8357  -0.251
O  -2.6966  -3.3415  6.1732  -0.349
C  -3.6412  -3.6596  7.1729  -0.371
C  -4.0668  -5.1188  7.1869  -1.034
H  -4.1575  -1.7178  4.5510  0.301
H  -4.5604  -2.9766  3.3725  0.404
H  -5.2097  -3.0552  5.0078  0.337
H  -2.2588  -3.2723  4.2138  0.223
H  -3.2501  -4.6476  4.6636  0.323
H  -4.5175  -3.0054  7.0955  0.311
H  -3.1517  -3.4164  8.1155  0.323
H  -4.5714  -5.4078  6.2647  0.263
H  -4.7548  -5.2992  8.0133  0.384
H  -3.1985  -5.7670  7.3087  0.293
C  5.9982  -1.7198  -7.9594  -0.977
C  7.1880  -1.1016  -7.2420  -0.346
O  6.8662  -0.4920  -6.0129  -0.454
C  6.2965  -1.3429  -5.0286  0.145
C  7.1891  -2.5010  -4.6205  -1.140
H  5.2273  -0.9690  -8.1327  0.273
H  6.3115  -2.1288  -8.9207  0.401
H  5.5499  -2.5305  -7.3837  0.229
H  7.6072  -0.3052  -7.8575  0.351
H  7.9825  -1.8467  -7.1079  0.280
H  5.3195  -1.7086  -5.3551  -0.024
H  6.1141  -0.7080  -4.1640  0.262
H  7.3945  -3.1772  -5.4524  0.275
H  6.7034  -3.0763  -3.8329  0.407
H  8.1464  -2.1331  -4.2480  0.304

Computed properties:
LUMO energy (eV): 2.30
Charge: -1
HOMO level (eV): -2.3
E (eV): -41012.4758
Strongest force on any atom (eV/Å): 3.0

[4]
Molecular formula: C4H6N2O
Method: DFT, ωB97M-V/def2-TZVPD

Each line ends with the Mulliken charge.
Positions of all 13 atoms, in Å:
C  1.3149  -0.8118  0.2063  -0.824
N  0.1596  -1.0414  -0.6224  -0.178
C  -1.0056  -0.3407  -0.5995  0.564
O  -1.9476  -0.6408  -1.2880  -0.611
C  -1.0586  0.8077  0.4197  -0.511
C  -0.1524  1.8710  0.1047  0.295
N  0.6094  2.6874  -0.1361  -0.417
H  1.6919  0.2258  0.0812  0.272
H  1.0928  -0.9864  1.2753  0.261
H  2.0917  -1.4871  -0.1106  0.328
H  0.1068  -1.8962  -1.1665  0.262
H  -2.0841  1.1808  0.4216  0.261
H  -0.8188  0.4316  1.4143  0.296

Computed properties:
LUMO energy (eV): 0.65
SMILES: CNC(=O)CC#N
HOMO level (eV): -10.2
E (eV): -9272.8351
Strongest force on any atom (eV/Å): 1.0

> Number 2 is which compound?

CHBrF2OS